# 1
Computed, not measured: a structure of composition C16H32F4MgNO7P2 at a distorted geometry, with ωB97M-V with the def2-TZVPD basis set.

Geometry as XYZ:
```
63
Properties=species:S:1:pos:R:3:forces:R:3
C 8.24572 -0.43052 0.67954 -0.74 0.56 0.46
C 6.65648 -0.64588 0.78164 1.07 -0.05 0.79
O 5.98821 -0.50203 -0.51360 -1.81 1.15 0.89
C 4.89900 0.42445 -0.41171 0.37 1.46 0.05
O 5.08691 1.62988 -0.21165 -0.68 -3.69 -0.47
C 3.44801 -0.24589 -0.61844 0.74 0.14 0.40
C 2.26087 0.83030 -0.51352 0.73 0.42 -1.46
C 1.02942 0.35738 -1.43403 0.31 -0.07 0.14
C -0.09933 -0.48656 -0.60392 3.22 1.73 -0.04
C -0.54908 -1.56639 -1.69121 -0.79 -0.38 1.71
C -1.59697 -2.66231 -1.18488 -1.17 -1.30 -1.85
O -2.66575 -2.14264 -0.38086 0.75 0.02 -0.66
C -2.29682 -3.26570 -2.52877 -0.02 0.83 0.65
N -3.11356 -2.23397 -3.24187 -0.16 -0.31 1.07
O 0.57173 -1.04674 0.55146 -1.59 1.15 -1.26
P -0.25904 -0.72242 2.06311 1.79 -0.71 -1.49
F -0.84044 -2.34444 1.89092 -0.38 1.36 0.62
P -1.41803 -0.80948 3.96634 -1.36 2.04 0.86
C -3.27698 -0.62779 3.59068 -0.59 0.06 1.09
O -0.95430 0.49593 4.99695 -1.44 -2.38 -0.75
O -1.57835 0.06361 1.25860 0.97 -1.13 -0.77
C -1.16824 0.58002 -0.04665 -1.23 -1.21 0.73
C -0.73282 2.09429 0.19795 -0.61 0.72 -0.73
C -1.92322 2.98232 0.85550 0.83 0.08 0.24
O -2.66271 3.68161 -0.18489 -0.91 -1.57 0.72
C -3.50495 2.77133 -0.91676 0.13 -0.21 -1.24
C -4.92566 3.38870 -1.30212 0.42 1.00 0.33
F -4.76055 4.77942 -1.51555 -0.91 -3.11 0.35
F -5.43916 2.80753 -2.48050 0.94 1.21 2.56
F -5.83854 3.17771 -0.25655 1.48 0.62 -2.29
H 8.68840 -0.60802 1.72513 -0.65 0.15 -1.56
H 8.43859 0.66692 0.41818 -0.13 -1.65 0.16
H 8.74114 -1.13866 -0.06635 -0.82 1.04 1.00
H 6.47085 -1.70194 1.16239 0.02 1.30 -0.52
H 6.17382 0.11264 1.49310 1.00 -1.13 -0.83
H 3.50230 -0.74726 -1.64822 -0.16 0.77 1.33
H 3.33256 -1.09932 0.13990 0.21 1.27 -1.02
H 2.68227 1.79977 -0.97038 -0.66 -1.40 0.70
H 1.97314 1.08842 0.55082 0.36 -0.68 -1.35
H 0.55773 1.22178 -2.02932 0.63 -1.25 1.05
H 1.49653 -0.32826 -2.24220 -0.63 0.86 1.01
H -0.86883 -0.99225 -2.63095 -0.06 -0.45 1.10
H 0.41708 -2.15581 -1.98974 -0.95 0.91 1.87
H -1.08388 -3.53632 -0.66536 -0.36 1.39 -0.41
H -3.51578 -2.54080 -0.65821 0.76 0.20 0.15
H -1.43556 -3.57370 -3.24888 -1.02 -0.31 0.73
H -2.95212 -4.16360 -2.26799 1.25 0.95 -0.54
H -3.03176 -1.31349 -2.78013 0.04 -0.67 -0.30
H -4.12129 -2.45441 -3.17850 0.88 0.01 -0.28
H 0.28452 0.59678 2.27481 -0.31 0.02 0.22
H 0.87086 -1.13460 2.88363 -0.52 -0.77 -0.82
H -3.54034 0.38507 3.14527 0.59 -1.24 0.44
H -3.64422 -1.47236 2.92795 0.76 1.04 0.70
H -3.84052 -0.70916 4.58917 0.76 0.08 -1.37
H -1.39616 0.26621 5.85169 0.51 0.64 -0.55
H -2.09477 0.39837 -0.68969 1.15 0.98 0.63
H 0.17504 2.21204 0.87448 -1.18 -0.52 -1.03
H -0.51823 2.60651 -0.80987 -0.14 -0.67 1.57
H -1.46132 3.79368 1.52372 -0.64 -1.13 -1.22
H -2.60408 2.37034 1.53052 0.74 0.58 -1.01
H -2.96682 2.57619 -1.91703 -1.00 0.00 1.31
H -3.69345 1.78707 -0.36570 0.18 1.40 -0.69
Mg 0.38242 -2.54352 -3.72746 0.04 -0.13 -1.14
```
Forces are in eV/Å.

Summary:
LUMO level: -7.8 eV
net charge: +1
orbital gap: 1.9 eV
HOMO level: -9.7 eV

---

# 2
Computed, not measured: a cluster of 2 separate species, C3H10O2 in total at a distorted geometry, with ωB97M-V with the def2-TZVPD basis set.

Geometry as XYZ:
```
15
Properties=species:S:1:pos:R:3:forces:R:3
C -0.31090 0.82412 0.19561 1.63 -2.18 -3.23
O -0.96283 0.92370 -1.07256 -2.12 0.06 -0.73
C 1.05175 0.13190 -0.37551 0.01 1.37 0.76
C 2.00955 -0.16568 0.73816 0.07 1.44 2.04
H -0.16261 1.83620 0.50312 0.27 0.33 1.17
H -0.83414 0.10375 0.84757 0.32 0.69 0.23
H -1.94416 1.00869 -1.06427 1.19 0.34 0.36
H 0.84835 -0.76427 -0.94096 -0.74 -0.32 0.05
H 1.55595 0.78746 -1.12308 -0.70 -0.04 0.57
H 1.48333 -0.63688 1.57764 -0.06 0.25 0.07
H 2.82226 -0.81992 0.59627 0.93 -0.95 -1.04
H 2.51658 0.76287 1.13261 -0.77 -0.71 -0.25
H -2.61424 -0.57417 -0.46695 0.69 0.92 -0.02
H -2.43249 -2.00114 -0.06149 0.95 -0.93 0.63
O -3.02638 -1.41664 -0.48617 -1.67 -0.26 -0.60
```
Forces are in eV/Å.

Summary:
LUMO level: 0.8 eV
energy relative to the best compared isomer or geometry (same formula, charge and spin): 100.1 kJ/mol
orbital gap: 11.4 eV
HOMO level: -10.7 eV

---

# 3
Computed, not measured: a structure of composition C31H34CsN8O7P, with ωB97M-V with the def2-TZVPD basis set.

Geometry as XYZ:
```
82
Properties=species:S:1:pos:R:3:forces:R:3
Cs 0.63178 0.58378 -1.02258 -0.44 0.01 0.29
C 3.90905 -2.48663 -3.08012 0.01 -0.10 0.08
C 4.42502 -3.59613 -2.43055 -0.04 0.04 0.03
C 3.86792 -3.99435 -1.22273 0.00 0.04 -0.04
C 2.80182 -3.26153 -0.70911 0.04 -0.07 0.10
N 2.28854 -2.22224 -1.35119 0.05 0.29 -0.20
C 2.83135 -1.83660 -2.49210 0.04 0.05 -0.17
C 2.15504 -3.54440 0.60867 0.02 -0.07 0.09
C 2.72913 -4.35801 1.58402 -0.03 0.02 -0.03
C 2.04794 -4.52725 2.77824 -0.05 0.04 0.00
C 0.84214 -3.87427 2.97468 0.04 -0.01 -0.01
C 0.35900 -3.05581 1.95349 -0.07 0.01 0.05
N 1.00203 -2.92054 0.80427 -0.03 0.02 0.03
C -0.90055 -2.25762 2.08392 -0.05 -0.02 0.05
C -1.38127 -1.85807 3.32694 -0.01 -0.10 -0.09
C -2.51876 -1.06619 3.37603 -0.03 -0.03 -0.05
C -3.13248 -0.70325 2.19080 0.04 0.00 0.04
C -2.58616 -1.15604 0.99260 -0.07 -0.13 -0.04
N -1.50286 -1.92423 0.94234 0.10 -0.02 0.05
H 4.32633 -2.12337 -4.00897 0.01 -0.01 0.00
H 5.26157 -4.14176 -2.85002 0.00 -0.01 0.00
H 4.25921 -4.85563 -0.69940 0.00 -0.02 0.03
H 2.38572 -0.96185 -2.95567 0.06 -0.04 -0.09
H 3.69094 -4.82598 1.43073 0.02 -0.02 -0.03
H 2.46154 -5.15644 3.55713 0.00 0.00 0.00
H 0.28937 -3.99989 3.89513 -0.01 0.01 0.02
H -0.85243 -2.11331 4.23532 0.00 -0.04 -0.02
H -2.90148 -0.72068 4.32913 0.00 0.01 0.01
H -4.01193 -0.07348 2.17622 0.01 0.01 -0.01
H -3.04574 -0.89883 0.04055 0.08 0.05 0.17
O 1.29448 3.77009 -1.28253 -0.04 -0.15 -0.02
C 1.95937 3.50012 -0.25620 0.05 -0.03 -0.01
O 1.60903 3.72718 0.93933 0.01 0.05 0.02
C 3.28073 2.70392 -0.45510 -0.01 0.01 0.01
O 4.34183 3.31798 -0.64980 0.02 0.02 0.05
O 3.11814 1.44001 -0.40440 0.47 0.18 0.06
C -2.03031 -2.09655 -5.65919 0.00 0.00 0.00
C -1.82858 -0.64816 -6.08972 0.00 -0.01 0.00
C -2.34044 0.36485 -5.05524 0.01 0.00 -0.02
C -2.07642 1.79650 -5.56268 0.00 0.00 0.00
C -2.51686 2.88585 -4.59151 0.01 0.00 0.00
C -3.83717 0.18683 -4.91748 0.01 0.00 -0.02
O -4.60055 0.22594 -5.87303 0.01 0.00 0.02
N -4.28149 -0.01628 -3.65608 -0.01 0.01 0.05
C -3.49752 -0.02440 -2.46372 0.02 0.07 -0.13
O -4.14629 -0.12436 -1.42495 -0.13 0.04 -0.12
N -2.16428 0.06033 -2.54292 -0.10 -0.07 -0.07
C -1.55551 0.18136 -3.73846 0.02 0.01 -0.06
O -0.32591 0.19434 -3.85137 -0.14 -0.10 -0.06
H -1.64389 -2.78551 -6.41321 0.00 0.00 0.00
H -3.08975 -2.32283 -5.51535 0.00 0.00 0.00
H -1.50899 -2.29863 -4.72157 0.00 0.00 0.00
H -2.35051 -0.45737 -7.03026 0.00 0.00 0.00
H -0.76657 -0.44703 -6.23262 0.00 0.00 0.00
H -2.59385 1.90620 -6.51948 0.00 0.00 0.00
H -1.00238 1.87299 -5.74028 0.00 0.00 0.00
H -3.58623 2.81896 -4.37488 0.00 0.00 0.00
H -2.32397 3.87425 -5.01085 0.00 0.00 0.00
H -1.97362 2.81974 -3.64777 0.00 0.00 0.00
H -5.27674 -0.09303 -3.51124 0.00 0.00 -0.01
C 1.63450 2.41428 5.74558 0.01 0.01 -0.01
N 0.37999 1.66020 5.66852 0.03 0.00 0.00
C -0.66248 2.59392 5.23413 0.00 0.01 0.00
N -0.37984 3.29546 3.99615 0.01 0.00 0.00
C 0.91114 3.98243 4.11229 0.00 0.00 0.00
N 2.00885 3.10390 4.52605 -0.01 -0.01 0.00
C 2.34738 2.15870 3.45049 0.01 -0.02 -0.03
P 0.93789 1.05237 2.96091 -0.07 -0.14 0.03
C 0.50245 0.54721 4.71155 -0.08 0.04 0.04
C -0.36534 2.37703 2.84781 0.01 0.01 0.00
H 2.43803 1.72711 6.02737 0.00 0.00 0.00
H 1.51855 3.16037 6.54028 0.00 0.00 0.00
H -0.78623 3.33866 6.02876 0.00 0.00 0.00
H -1.60129 2.04229 5.12430 -0.01 0.00 0.00
H 0.80570 4.76889 4.86851 0.00 0.00 0.00
H 1.16068 4.41955 3.14545 0.00 0.00 -0.01
H 3.19022 1.53863 3.77109 0.00 0.00 -0.01
H 2.63058 2.71037 2.55153 0.00 0.02 0.00
H 1.26568 -0.14544 5.08319 0.02 -0.01 0.00
H -0.44722 0.00128 4.70051 0.16 0.16 0.05
H -1.34781 1.90010 2.75961 0.01 0.00 0.00
H -0.15894 2.95002 1.94072 0.00 0.00 -0.01
```
Forces are in eV/Å.

Summary:
LUMO level: 3.7 eV
net charge: -2
energy relative to the best compared isomer or geometry (same formula, charge and spin): 28.3 kJ/mol
orbital gap: 4.9 eV
HOMO level: -1.2 eV

---

> Among the records above, which one has the highest orbital gap?

C3H10O2